148
Properties=species:S:1:pos:R:3:forces:R:3:mulliken_charge:R:1 method="wB97M-V/def2-TZVPD" multiplicity=1 total_charge=+1 total_energy_ev=-88214.883 lumo_energy_ha=-0.0879
C -4.327 2.378 -2.648 0.34 -0.43 1.09 -1.082
C -3.801 1.530 -1.727 0.07 0.50 -1.04 0.499
C -2.785 0.344 -2.057 -2.54 2.04 -0.47 -0.914
N -2.038 0.022 -0.844 1.00 -0.76 1.31 0.419
C -0.822 0.226 -0.218 1.07 -0.13 1.08 0.309
N 0.213 0.908 -0.728 -0.94 0.25 -1.18 0.256
O 1.295 1.007 0.128 -0.09 -0.55 -0.13 -0.380
C 2.314 0.037 -0.203 2.27 0.07 0.02 -0.837
C 2.927 -0.626 1.090 -0.62 -0.46 0.29 0.568
C 2.362 -2.124 1.128 0.31 1.16 -0.78 -1.361
C 2.609 0.135 2.426 0.25 -0.61 0.85 -0.705
C 3.762 0.000 3.516 -0.96 0.55 -0.22 0.509
C 3.314 0.707 4.866 1.11 -0.21 -0.33 -1.409
C 4.167 -1.483 3.812 0.88 1.06 0.36 -1.196
P 0.465 1.696 -2.273 1.34 0.47 -0.96 0.056
C -0.895 2.963 -2.597 0.48 -0.69 0.34 -0.847
C 0.373 0.321 -3.587 -0.42 -0.27 0.39 -0.573
C 1.793 -0.217 -3.986 -0.53 -0.41 -0.59 -1.039
N -0.680 -0.335 1.047 -3.81 -0.45 -2.64 -0.156
C -1.928 -0.939 1.193 3.60 2.15 -0.04 -0.755
O -2.152 -1.631 2.324 -0.44 -0.21 -2.04 0.144
C -1.155 -2.723 2.355 0.75 -1.36 0.46 0.425
C -1.530 -3.844 3.400 1.09 0.36 0.18 -0.442
N -2.000 -5.101 2.818 -0.88 0.89 0.14 -0.095
C -3.285 -4.978 2.110 -0.43 -0.87 -0.64 -0.027
C -4.540 -5.370 2.964 0.01 0.52 1.21 -0.098
C -4.595 -4.652 4.374 0.92 0.47 -1.17 -0.744
O -4.583 -6.776 3.214 0.21 0.53 -0.23 -0.567
N -2.716 -0.706 0.116 -1.38 -1.70 2.60 0.590
C -4.082 -1.248 0.147 -1.24 -1.05 -0.13 -0.799
C -4.926 -0.896 1.430 -0.18 -0.76 0.48 -0.030
S -4.975 0.884 1.858 0.26 0.29 0.50 -0.277
C -4.177 1.161 3.441 0.61 1.01 1.43 0.473
N -4.157 2.321 4.117 -0.69 -2.02 -2.15 -0.350
N -3.448 2.106 5.256 1.03 -2.27 0.47 -0.448
C -3.056 0.844 5.244 -0.49 1.25 -0.38 0.020
O -3.478 0.195 4.108 -0.43 0.62 -0.05 0.019
H -5.093 3.102 -2.286 0.79 -0.52 -0.48 0.273
H -4.018 2.454 -3.710 -0.36 -0.36 0.76 0.213
H -4.074 1.714 -0.667 0.17 -0.58 -0.71 0.142
H -2.243 0.657 -2.968 0.47 -0.46 1.00 0.232
H -3.451 -0.499 -2.382 1.10 0.30 0.59 0.513
H 1.982 -0.747 -0.927 -0.24 0.69 0.70 0.318
H 3.153 0.586 -0.720 -0.92 -0.26 0.33 0.214
H 4.044 -0.651 0.986 -0.94 0.01 -0.13 0.676
H 1.339 -2.062 0.674 0.68 -0.32 0.78 0.397
H 2.985 -2.708 0.408 -0.47 0.04 0.79 0.280
H 2.354 -2.554 2.154 0.00 0.15 -0.88 0.190
H 2.443 1.233 2.308 -0.10 -0.92 -0.16 0.485
H 1.693 -0.348 2.870 0.55 0.76 -0.45 -0.192
H 4.603 0.636 3.128 -0.40 -0.92 0.23 0.359
H 2.757 1.657 4.686 0.23 -0.84 0.12 0.373
H 2.761 0.007 5.541 0.22 0.68 -0.64 0.307
H 4.268 0.992 5.386 -0.95 -0.25 -0.18 0.389
H 4.333 -2.095 2.897 -0.32 0.36 0.72 0.293
H 5.155 -1.458 4.349 -0.92 -0.17 -0.33 0.439
H 3.414 -1.901 4.519 0.49 -0.08 -0.76 0.210
H -1.480 2.641 -3.487 0.11 0.53 0.75 -0.032
H -1.482 3.049 -1.656 0.08 0.16 -0.92 0.361
H -0.343 3.915 -2.795 -0.60 -0.79 0.12 0.412
H -0.120 0.734 -4.502 0.28 -0.19 0.73 0.487
H -0.274 -0.522 -3.215 0.60 0.65 -0.40 0.335
H 2.334 0.517 -4.630 -0.30 -0.45 0.78 0.266
H 2.419 -0.539 -3.125 -0.45 0.45 -0.58 0.198
H 1.624 -1.124 -4.630 0.24 0.77 0.59 0.409
H -1.111 -3.195 1.335 -0.03 0.50 0.85 0.360
H -0.139 -2.333 2.613 -1.05 0.12 -0.35 -0.267
H -2.217 -3.415 4.168 0.33 -0.50 -0.73 0.143
H -0.578 -4.082 3.951 -0.84 0.26 -0.47 -0.402
H -1.289 -5.540 2.237 -0.22 0.25 0.26 0.312
H -3.248 -5.709 1.255 -0.22 0.68 0.72 0.411
H -3.477 -3.966 1.657 0.34 -0.53 0.42 -0.282
H -5.449 -5.050 2.391 0.67 -0.66 0.30 0.413
H -4.367 -3.564 4.190 -0.48 -0.80 0.46 -0.068
H -5.576 -4.773 4.883 0.81 -0.02 -0.40 0.368
H -3.739 -5.055 4.978 -0.92 0.33 -0.28 0.206
H -3.923 -6.939 3.911 -0.31 -0.04 -0.42 0.383
H -3.985 -2.371 0.142 -0.10 1.01 -0.07 0.263
H -4.716 -1.008 -0.735 0.98 0.23 0.47 0.515
H -5.984 -1.193 1.195 0.95 0.40 0.13 0.660
H -4.649 -1.535 2.309 0.03 0.80 -0.78 -0.201
H -2.459 0.257 5.959 -0.51 0.63 -0.49 0.403
C -3.903 7.224 -3.704 0.06 0.03 0.00 -1.582
C -3.184 6.051 -4.359 -0.07 0.15 -0.11 0.190
N -3.635 5.773 -5.717 -0.07 -0.46 -0.07 0.099
C -3.158 4.496 -6.238 -0.13 0.03 0.22 -0.020
C -1.654 4.327 -6.431 0.22 -0.20 -0.18 -0.974
C -3.573 6.886 -6.656 -0.15 0.38 0.06 -0.722
C -2.214 7.553 -6.885 0.07 0.07 -0.16 -0.919
H -4.985 7.079 -3.722 0.03 0.01 -0.08 0.349
H -3.594 7.307 -2.660 0.01 0.00 -0.06 0.458
H -3.666 8.172 -4.189 -0.05 -0.02 0.01 0.328
H -3.375 5.169 -3.738 0.03 -0.13 -0.21 0.098
H -2.100 6.231 -4.317 0.10 0.03 0.10 0.132
H -3.663 4.280 -7.183 -0.03 0.17 0.00 0.351
H -3.494 3.707 -5.552 -0.07 0.13 0.09 -0.284
H -1.293 4.869 -7.305 0.04 0.03 0.11 0.341
H -1.427 3.270 -6.604 0.01 0.03 0.01 0.421
H -1.081 4.647 -5.558 -0.02 0.05 -0.02 0.129
H -4.272 7.656 -6.318 0.03 -0.08 0.11 0.394
H -3.976 6.565 -7.621 0.04 -0.21 0.12 0.347
H -1.677 7.742 -5.954 -0.03 -0.03 -0.01 0.226
H -2.360 8.519 -7.375 -0.01 -0.05 0.04 0.387
H -1.577 6.961 -7.541 0.07 0.01 0.09 0.260
C 2.608 -5.103 5.044 -0.02 0.05 -0.10 -0.446
C 3.014 -6.562 4.881 -0.11 0.10 0.05 -0.452
N 2.490 -7.427 5.925 0.08 -0.20 0.20 0.085
C 3.101 -8.752 5.938 0.30 0.02 0.01 -0.721
C 2.874 -9.652 4.723 -0.07 -0.24 0.03 -0.954
C 1.047 -7.402 6.110 -0.14 0.32 0.03 -0.827
C 0.165 -7.751 4.908 -0.23 -0.09 0.03 -0.670
H 2.888 -4.725 6.029 -0.07 -0.05 0.01 0.296
H 3.118 -4.493 4.294 0.00 -0.05 0.02 0.346
H 1.534 -4.960 4.903 0.00 0.00 0.07 -0.462
H 4.107 -6.598 4.912 -0.05 -0.21 0.08 0.469
H 2.721 -6.904 3.879 0.02 0.04 -0.14 0.223
H 2.782 -9.283 6.839 -0.14 0.12 -0.01 0.362
H 4.181 -8.617 6.060 -0.06 0.14 -0.03 0.412
H 1.865 -10.065 4.711 0.02 0.06 -0.09 0.230
H 3.559 -10.503 4.766 -0.01 0.06 0.00 0.397
H 3.054 -9.137 3.778 -0.01 0.02 0.04 0.267
H 0.765 -6.401 6.454 0.10 0.01 -0.05 0.359
H 0.781 -8.055 6.946 0.21 -0.07 -0.07 0.387
H 0.493 -7.259 3.990 0.04 -0.02 0.03 0.147
H -0.862 -7.426 5.100 0.05 0.01 -0.01 0.235
H 0.126 -8.825 4.732 0.06 0.03 -0.12 0.313
C 6.559 4.313 -2.921 -0.03 0.05 0.06 -1.351
C 5.625 5.064 -3.861 0.10 -0.10 0.14 -0.381
N 4.431 4.311 -4.218 -0.19 -0.12 -0.30 0.232
C 3.687 4.899 -5.326 0.22 0.05 -0.17 -0.640
C 3.063 6.279 -5.114 -0.26 0.05 -0.10 -0.866
C 3.621 3.834 -3.108 0.19 -0.11 0.22 -0.122
C 3.081 4.869 -2.118 -0.22 -0.08 0.16 -0.975
H 6.830 3.339 -3.333 -0.07 0.00 0.01 0.320
H 7.478 4.886 -2.781 -0.06 -0.01 -0.01 0.436
H 6.116 4.167 -1.933 0.02 -0.03 -0.02 0.247
H 6.190 5.276 -4.774 -0.23 -0.01 -0.09 0.466
H 5.380 6.038 -3.417 0.05 0.10 0.05 0.292
H 2.906 4.200 -5.642 0.00 -0.07 0.16 0.292
H 4.367 4.965 -6.182 0.08 -0.02 0.12 0.418
H 2.175 6.227 -4.483 0.07 0.07 0.05 0.087
H 2.740 6.685 -6.077 0.04 -0.01 0.03 0.407
H 3.762 6.994 -4.678 -0.01 -0.05 0.01 0.283
H 4.212 3.105 -2.543 0.07 0.06 -0.05 0.220
H 2.782 3.251 -3.500 0.08 0.11 -0.18 -0.145
H 3.837 5.598 -1.819 -0.01 -0.02 -0.05 0.360
H 2.742 4.363 -1.208 0.03 0.00 -0.04 0.264
H 2.221 5.405 -2.519 0.08 0.12 0.00 0.224

---

19
Properties=species:S:1:pos:R:3:forces:R:3:mulliken_charge:R:1 method="wB97M-V/def2-TZVPD" smiles=C#Cc1ccccc1.FP(F)S multiplicity=1 total_charge=0 total_energy_ev=-33967.777 e_above_lowest_kcal_mol=0.0 lumo_energy_ha=0.0082
C -1.676 -1.889 0.180 -0.64 0.74 -0.48 -0.639
C -1.892 -0.881 1.104 -0.88 -1.28 1.16 -0.141
C -1.057 -1.467 -1.019 -1.00 -0.13 1.96 -0.196
C -1.454 0.413 0.939 0.87 0.71 0.48 -0.774
C -0.682 -0.178 -1.266 1.31 1.62 -0.97 -0.746
C -0.786 0.795 -0.237 -2.01 -2.92 -0.21 0.852
C -0.202 2.014 -0.448 2.66 4.96 0.27 -0.104
C 0.437 3.066 -0.487 -1.06 -2.02 -0.16 -0.360
F 2.365 -1.267 -1.204 0.92 -0.57 -1.27 -0.203
F 2.798 -1.539 1.138 -0.26 -0.66 -0.37 -0.258
P 2.092 -0.521 0.119 -0.04 0.71 2.48 0.594
S 3.607 0.955 0.463 -1.51 0.67 -0.08 -0.298
H -2.150 -2.898 0.359 1.07 1.15 -0.46 0.335
H -2.436 -1.161 2.027 0.45 0.40 -0.48 0.315
H -0.873 -2.221 -1.673 0.55 -1.82 -2.35 0.501
H -1.505 1.043 1.842 -0.08 0.12 -0.88 0.329
H -0.125 0.158 -2.237 -1.24 -0.94 1.86 0.262
H 2.485 1.632 0.978 1.36 -0.29 -0.52 0.141
H 1.056 3.947 -0.579 -0.48 -0.45 0.03 0.389

---

72
Properties=species:S:1:pos:R:3:forces:R:3:mulliken_charge:R:1 method="wB97M-V/def2-TZVPD" multiplicity=1 total_charge=+1 total_energy_ev=-73240.335 lumo_energy_ha=-0.1260
O 7.294 -1.186 1.579 -0.83 -1.17 1.40 -0.376
C 7.770 -0.516 0.736 0.61 0.84 -1.05 -0.279
C 7.028 0.712 0.218 0.05 0.20 -0.39 -0.196
N 5.770 0.318 -0.440 -0.59 -0.21 -0.27 0.198
C 5.285 -0.924 -0.582 -0.28 0.32 -0.15 -0.078
N 4.125 -0.888 -1.260 0.74 0.38 0.56 0.317
C 3.413 -2.139 -1.603 -0.04 -0.37 -0.10 -1.518
C 1.950 -2.217 -1.186 -0.13 -0.12 0.30 0.079
C 1.735 -2.296 0.346 0.09 0.24 -0.24 -0.700
C 0.600 -3.239 0.733 0.20 -0.01 0.44 0.852
F 0.774 -4.461 0.156 -0.09 0.48 0.19 -0.312
F 0.610 -3.421 2.085 0.05 0.00 -0.50 -0.310
C -0.832 -2.701 0.355 -0.12 -0.19 -0.05 0.710
F -1.518 -2.315 1.428 0.15 -0.10 0.14 -0.272
F -1.543 -3.618 -0.292 0.03 -0.05 0.04 -0.297
F -0.735 -1.627 -0.442 0.10 0.16 -0.18 -0.279
C 3.841 0.440 -1.574 1.44 0.51 0.70 -0.175
I 2.225 1.080 -2.685 0.21 -0.02 0.15 0.289
C 4.899 1.212 -1.046 -1.44 -0.66 -0.88 0.411
C 5.086 2.702 -1.114 -0.17 0.05 0.42 -1.201
C 4.662 3.388 0.207 0.00 -0.38 -0.09 -0.039
F 4.556 4.755 0.001 0.13 -0.57 0.07 -0.297
H 8.738 -0.774 0.287 0.19 0.20 -0.12 0.362
H 7.637 1.254 -0.510 -0.11 -0.03 0.08 0.412
H 6.787 1.373 1.054 0.07 -0.12 -0.02 0.215
H 5.751 -1.826 -0.209 -0.15 0.17 -0.04 0.448
H 3.956 -2.938 -1.082 -0.01 0.22 -0.19 0.435
H 3.534 -2.320 -2.678 -0.12 0.22 0.17 0.288
H 1.371 -1.389 -1.584 0.07 -0.04 -0.11 -0.005
H 1.551 -3.122 -1.663 0.17 0.15 0.09 0.533
H 1.505 -1.300 0.747 0.00 -0.22 0.00 0.119
H 2.640 -2.632 0.870 -0.27 -0.18 -0.11 0.480
H 6.122 2.961 -1.355 -0.13 -0.05 -0.05 0.343
H 4.441 3.104 -1.907 0.19 -0.19 0.12 0.415
H 3.698 2.984 0.540 0.05 0.33 -0.14 0.272
H 5.398 3.195 1.000 -0.09 0.27 -0.15 0.188
C -7.207 -1.087 0.951 -0.02 0.02 0.05 -0.450
C -6.722 0.075 1.381 -0.01 -0.01 -0.02 -0.458
C -5.294 0.218 1.755 -0.01 0.04 -0.09 0.320
O -4.831 1.282 2.108 0.05 -0.01 -0.01 -0.526
C -4.434 -0.987 1.641 -0.01 -0.02 0.03 0.187
C -4.921 -2.156 1.237 0.06 0.04 0.02 -0.116
C -6.349 -2.295 0.855 -0.08 0.02 -0.08 0.123
O -6.786 -3.348 0.444 0.04 -0.01 0.02 -0.554
H -8.238 -1.211 0.643 0.00 -0.03 0.00 0.458
H -7.328 0.968 1.456 0.01 0.01 0.01 0.451
H -3.394 -0.847 1.902 0.00 -0.01 0.04 0.160
H -4.310 -3.045 1.145 -0.03 -0.02 0.02 0.435
C -4.152 0.782 -4.046 -0.02 0.00 0.00 -0.389
C -5.451 0.526 -3.903 0.06 0.02 -0.02 -0.450
C -5.931 -0.551 -2.999 -0.04 0.01 0.02 0.197
O -7.111 -0.778 -2.855 0.03 0.03 0.01 -0.535
C -4.903 -1.335 -2.268 0.10 -0.04 0.05 -0.317
C -3.606 -1.076 -2.412 0.00 -0.02 0.03 -0.227
C -3.128 0.003 -3.308 -0.08 0.00 0.02 0.331
O -1.942 0.240 -3.426 0.10 0.03 0.01 -0.564
H -3.782 1.564 -4.696 0.01 0.00 0.00 0.422
H -6.215 1.085 -4.427 -0.02 -0.02 0.00 0.429
H -5.262 -2.119 -1.614 -0.08 -0.02 -0.08 0.605
H -2.842 -1.633 -1.883 -0.02 0.02 -0.04 0.455
C -0.178 1.802 1.834 0.00 -0.03 -0.02 -0.091
C -1.145 1.565 2.715 0.06 -0.02 -0.06 -0.118
C -1.546 2.587 3.719 -0.09 -0.05 0.04 0.168
O -2.413 2.356 4.528 0.06 0.01 0.02 -0.517
C -0.829 3.886 3.690 0.03 0.05 -0.02 -0.474
C 0.141 4.119 2.809 -0.02 0.01 0.03 -0.401
C 0.547 3.092 1.820 -0.04 0.16 0.10 0.184
O 1.451 3.310 1.036 0.07 -0.19 -0.08 -0.518
H 0.126 1.075 1.090 -0.01 0.00 -0.02 0.560
H -1.684 0.630 2.753 -0.07 -0.03 0.02 0.316
H -1.137 4.619 4.425 -0.02 -0.01 0.00 0.423
H 0.683 5.055 2.774 0.01 0.00 -0.03 0.444

---

77
Properties=species:S:1:pos:R:3:forces:R:3:mulliken_charge:R:1 method="wB97M-V/def2-TZVPD" smiles=ClC(Cl)(Cl)Cl.c1cc[nH]c1.c1cc[nH]c1.c1cc[nH]c1.c1cc[nH]c1.c1cc[nH]c1.CCN(CC)CC multiplicity=1 total_charge=0 total_energy_ev=-87676.025 e_above_lowest_kcal_mol=18.1 lumo_energy_ha=0.0094
C 2.028 -2.708 -0.454 0.16 -0.83 0.27 -1.464
C 0.924 -2.082 0.377 0.44 0.71 0.15 -0.133
N 0.068 -1.144 -0.335 -0.31 0.08 -0.25 1.053
C -0.331 -1.520 -1.679 -0.06 -0.84 -0.07 0.128
C -1.129 -2.830 -1.789 0.11 -0.02 0.63 -1.297
C -1.025 -0.678 0.490 -0.33 0.20 0.49 0.104
C -0.643 0.484 1.387 0.04 0.82 -0.23 -1.144
H 1.657 -3.512 -1.096 -0.11 0.32 -0.26 0.381
H 2.711 -3.240 0.217 0.01 0.24 0.08 0.453
H 2.631 -2.006 -1.028 -0.16 0.16 -0.03 0.165
H 0.375 -2.861 0.927 -0.15 -0.04 -0.18 0.311
H 1.396 -1.457 1.145 0.05 -0.39 0.24 -0.060
H -0.933 -0.725 -2.119 0.24 0.23 0.06 0.457
H 0.586 -1.624 -2.259 -0.08 0.12 -0.12 -0.518
H -1.032 -3.276 -2.778 -0.23 0.07 -0.07 0.357
H -0.761 -3.561 -1.062 0.12 -0.03 -0.14 0.332
H -2.175 -2.673 -1.515 -0.07 0.00 -0.29 0.294
H -1.459 -1.457 1.144 0.17 -0.22 -0.21 0.111
H -1.860 -0.344 -0.125 0.17 -0.05 -0.28 -0.026
H 0.112 0.242 2.136 -0.17 -0.11 0.16 0.063
H -1.537 0.896 1.865 0.10 -0.28 0.35 0.374
H -0.251 1.327 0.806 0.08 -0.21 -0.17 0.314
C -5.186 0.392 -1.029 0.34 -0.17 -0.21 0.316
Cl -6.735 1.216 -1.054 -0.10 0.04 -0.02 -0.105
Cl -4.458 0.406 -2.653 -0.09 0.09 0.12 -0.098
Cl -4.093 1.197 0.096 -0.07 0.15 0.08 -0.072
Cl -5.393 -1.290 -0.533 -0.08 -0.03 0.07 -0.108
N -0.273 2.106 -4.194 0.00 0.11 -0.34 0.001
C 0.483 1.437 -3.277 -0.13 -0.23 0.43 -0.924
C 0.479 2.168 -2.116 -0.23 0.63 0.02 0.676
C -0.278 3.346 -2.376 -0.32 0.21 0.04 -1.251
C -0.730 3.283 -3.663 -0.02 -0.40 -0.12 -0.456
H -0.469 1.788 -5.127 0.11 -0.03 0.04 0.212
H 0.883 0.459 -3.484 0.10 0.05 -0.12 0.520
H 0.919 1.963 -1.156 0.22 -0.34 -0.15 0.423
H -0.542 4.150 -1.708 0.23 -0.08 0.16 0.396
H -1.367 3.936 -4.233 0.04 0.08 0.00 0.418
N -2.996 4.499 3.439 0.04 0.02 -0.18 0.001
C -2.193 3.454 3.812 0.17 0.26 -0.06 -0.733
C -2.481 3.170 5.113 -0.06 -0.36 0.37 -0.221
C -3.489 4.066 5.549 -0.44 -0.20 -0.22 -0.577
C -3.804 4.866 4.478 0.33 0.17 0.06 -0.428
H -2.986 4.962 2.548 0.07 -0.07 -0.01 0.204
H -1.433 3.047 3.168 -0.11 -0.02 -0.14 0.537
H -2.064 2.369 5.702 0.13 0.04 -0.05 0.460
H -4.001 4.011 6.495 0.07 0.26 0.06 0.373
H -4.457 5.713 4.356 -0.18 -0.11 0.15 0.386
N 3.101 0.764 0.749 0.16 -0.33 0.30 0.207
C 3.612 0.901 -0.517 -0.36 0.43 0.42 -0.268
C 4.849 1.470 -0.381 0.33 -0.35 -0.50 -0.833
C 5.125 1.625 0.997 0.19 -0.34 0.36 -0.624
C 4.036 1.144 1.674 -0.56 0.27 -0.19 -0.505
H 2.227 0.359 1.039 -0.12 0.05 -0.53 0.234
H 3.021 0.698 -1.393 0.00 -0.13 0.00 0.425
H 5.521 1.647 -1.206 0.00 0.21 0.05 0.415
H 6.043 1.952 1.456 -0.01 0.15 -0.08 0.402
H 3.759 1.088 2.713 0.31 0.06 0.10 0.404
N 1.596 -1.755 5.779 0.07 0.09 0.15 0.016
C 0.511 -2.130 6.534 0.47 -0.03 -0.39 -0.407
C -0.595 -1.988 5.741 -0.27 -0.32 0.01 -1.166
C -0.167 -1.496 4.480 -0.05 -0.11 -0.21 0.403
C 1.191 -1.371 4.532 0.20 0.31 0.24 -0.677
H 2.537 -1.662 6.118 -0.05 -0.10 0.03 0.193
H 0.671 -2.539 7.516 -0.21 0.07 0.10 0.401
H -1.597 -2.300 5.987 -0.01 0.15 0.11 0.397
H -0.773 -1.293 3.614 -0.11 0.02 0.07 0.416
H 1.906 -0.965 3.837 -0.04 -0.10 -0.12 0.390
N 1.517 -3.010 -7.133 0.13 -0.09 0.10 0.034
C 2.170 -2.928 -5.931 0.11 0.08 -0.41 -1.012
C 1.308 -2.397 -5.012 0.25 -0.04 -0.06 0.083
C 0.084 -2.142 -5.691 -0.19 -0.25 0.05 -0.399
C 0.240 -2.552 -6.990 -0.09 0.26 0.09 -0.772
H 1.945 -3.346 -7.978 -0.16 0.02 -0.01 0.192
H 3.209 -3.205 -5.876 -0.03 -0.06 0.18 0.403
H 1.582 -2.231 -3.985 -0.20 0.09 0.05 0.525
H -0.846 -1.774 -5.286 0.09 0.07 0.12 0.506
H -0.471 -2.526 -7.796 0.10 -0.08 -0.11 0.414